Below is a molecular structure, C40H51BrN2O4RhSSi at a distorted geometry, with properties calculated with ωB97M-V with the def2-TZVPD basis set.

Summary:
* HOMO energy: -10.533 eV
* 2S+1: 1
* charge: +1
* LUMO energy: -3.77 eV
* relative energy (zero: lowest compared OMol25 entry of this formula, charge and spin): 0.0 kcal per mole
* HOMO-LUMO gap: 6.767 eV

Each line ends with the Mulliken charge.
Geometry (Å):
Rh  0.98289  1.42037  0.63108  0.3981
O  -0.46671  6.50672  -0.88883  -0.6591
C  -1.62314  5.94241  -0.48592  0.3144
C  -2.76513  6.73842  -0.53341  -0.7084
C  -3.99361  6.23040  -0.16289  -0.4749
C  -4.11497  4.90833  0.26320  -0.7356
C  -2.98273  4.12981  0.34437  0.4150
C  -1.72584  4.62386  -0.02040  0.0734
C  -0.55239  3.74265  0.11018  1.3926
O  -0.62463  2.68048  0.86115  -0.9670
N  0.52557  4.04314  -0.52413  -1.1438
N  1.52537  3.15310  -0.23271  0.4703
C  2.69285  3.36177  -0.71790  -0.3415
C  3.87398  2.72171  -0.24380  0.2750
C  5.11349  2.93306  -0.87401  -0.7713
C  6.25783  2.38608  -0.35481  -0.7443
C  6.17314  1.65261  0.83650  -0.3671
C  4.96332  1.46592  1.47313  -0.2476
C  3.78854  1.98649  0.92428  0.8209
O  2.63147  1.77743  1.56944  -0.8613
H  0.22746  5.82428  -0.87257  0.4713
H  -2.65341  7.75932  -0.87665  0.4508
H  -4.86853  6.86797  -0.21216  0.3980
H  -5.08223  4.49634  0.52148  0.4576
H  -3.05772  3.10491  0.67448  -0.0982
H  2.77791  4.13933  -1.47060  0.4639
H  5.14598  3.53440  -1.77603  0.4345
H  7.21124  2.52829  -0.84421  0.4476
H  7.07260  1.23640  1.27353  0.4352
H  4.88772  0.91843  2.40458  0.4682
C  0.86302  -2.62780  2.04558  -2.2296
C  2.35543  -2.60930  1.67298  2.9081
C  2.99833  -3.91117  2.19685  -1.8010
C  2.97170  -1.41652  2.42247  -1.8675
Si  2.61985  -2.51510  -0.19824  -0.9378
Br  2.20199  -0.20329  -0.84869  0.0505
C  4.41687  -2.69764  -0.78059  2.7323
C  4.74012  -4.19860  -0.92866  -1.8600
C  5.40668  -2.07749  0.21965  -2.1262
C  4.69336  -2.00863  -2.13379  -1.7371
C  1.31553  -3.40257  -1.25258  2.9920
C  -0.10519  -2.85341  -1.03581  -1.9765
C  1.30895  -4.90523  -0.90173  -1.7099
C  1.62808  -3.24291  -2.75204  -2.1476
H  0.77997  -2.57840  3.13740  0.6325
H  0.36749  -3.54465  1.72236  0.3328
H  0.32171  -1.77378  1.63229  0.2173
H  2.75732  -4.01901  3.25898  0.5415
H  4.08513  -3.90224  2.10722  0.3677
H  2.62722  -4.80141  1.68092  0.3471
H  2.90257  -1.60983  3.49907  0.5635
H  2.43090  -0.49478  2.22906  0.3155
H  4.01697  -1.24370  2.18146  0.2080
H  4.55240  -4.76321  -0.01095  0.3301
H  5.80196  -4.30649  -1.17079  0.5300
H  4.17211  -4.66173  -1.73703  0.3748
H  5.39396  -2.57168  1.19096  0.3148
H  5.22729  -1.00839  0.35883  0.2693
H  6.41830  -2.19077  -0.18681  0.6456
H  4.07955  -2.39404  -2.94371  0.3106
H  5.74148  -2.18046  -2.39936  0.5631
H  4.54478  -0.92977  -2.07758  0.2704
H  -0.51501  -3.11923  -0.06447  0.2241
H  -0.75997  -3.28803  -1.80016  0.7698
H  -0.14693  -1.76840  -1.13280  -0.2128
H  1.03998  -5.07914  0.14333  0.3349
H  2.27030  -5.38586  -1.08731  0.3304
H  0.56187  -5.41133  -1.52274  0.5155
H  1.73964  -2.19563  -3.04332  0.3175
H  0.79849  -3.66020  -3.33124  0.6077
H  2.53009  -3.78294  -3.04272  0.4219
O  -0.70498  0.13062  0.45793  -0.6643
S  -2.21455  0.51373  0.41378  1.0798
C  -2.90788  -0.64245  -0.79106  -1.2943
C  -4.08437  -0.00117  -1.49926  0.3377
C  -5.33220  -0.60707  -1.49121  -0.1407
C  -6.40791  -0.00650  -2.13141  -0.7645
C  -6.24475  1.21160  -2.77290  -0.4834
C  -4.99803  1.82695  -2.78295  -0.7656
C  -3.92417  1.22043  -2.15190  -0.2004
C  -2.83598  -0.16284  1.96449  -1.5284
C  -4.31914  0.08511  2.07983  0.1371
C  -5.22733  -0.95264  1.90665  -0.1052
C  -6.59265  -0.70341  1.95082  -0.7538
C  -7.05612  0.58706  2.16295  -0.5133
C  -6.15237  1.62644  2.35468  -0.8882
C  -4.78997  1.37673  2.31210  -0.1792
H  -3.17627  -1.57472  -0.29467  0.5281
H  -2.07337  -0.80972  -1.47343  0.5994
H  -5.46419  -1.56355  -0.99841  0.4218
H  -7.37590  -0.49222  -2.12675  0.4140
H  -7.08553  1.68312  -3.26547  0.4208
H  -4.86345  2.78038  -3.27793  0.4481
H  -2.95158  1.70452  -2.16342  0.4846
H  -2.26891  0.39387  2.71366  0.6424
H  -2.56712  -1.21903  1.99894  0.5882
H  -4.86740  -1.96584  1.75857  0.4432
H  -7.29378  -1.51804  1.82021  0.4274
H  -8.11993  0.78243  2.19415  0.4296
H  -6.50964  2.63047  2.54637  0.4558
H  -4.08509  2.18608  2.47289  0.6232

Forces on the atoms, in the same order (eV/Å):
-1.808 1.484 -0.878
-0.233 -0.047 0.072
0.245 0.122 -0.122
-0.120 0.109 -0.004
0.033 0.061 -0.049
-0.022 0.010 -0.001
-0.057 -0.020 -0.001
-0.046 -0.329 0.185
-0.639 -0.017 0.197
0.350 -0.116 0.819
0.584 0.288 -0.278
0.171 -1.201 -0.687
0.218 0.500 -0.123
0.089 0.162 -0.712
-0.207 0.008 -0.122
0.083 -0.106 0.120
-0.052 0.135 0.017
0.096 -0.114 0.235
-0.349 -0.576 0.808
0.636 0.117 0.384
0.081 -0.033 -0.021
-0.023 -0.043 0.020
0.040 -0.033 -0.014
0.035 0.022 0.022
0.034 0.018 0.017
-0.045 0.214 0.161
0.002 -0.031 0.030
-0.017 0.016 0.018
-0.028 -0.011 -0.008
0.069 0.027 -0.042
0.019 -0.058 0.051
-0.086 0.080 0.273
0.006 -0.029 -0.100
0.014 -0.156 0.070
-0.074 0.390 -0.104
0.255 -0.482 0.202
0.246 0.077 -0.179
-0.027 0.007 0.043
0.030 -0.049 -0.044
-0.023 -0.050 0.067
-0.140 -0.097 -0.167
-0.010 -0.005 -0.070
-0.034 0.037 0.025
0.044 -0.097 0.042
0.013 -0.024 -0.056
0.022 0.022 0.041
0.019 -0.026 -0.007
0.001 0.004 -0.040
-0.037 -0.001 0.026
0.012 0.046 0.068
0.017 -0.008 -0.054
-0.020 0.096 -0.041
-0.004 -0.023 0.020
0.030 0.018 -0.069
-0.038 0.000 0.013
0.049 0.018 0.013
0.005 0.040 -0.012
0.007 -0.077 -0.005
-0.061 0.016 0.026
0.025 0.001 -0.022
-0.049 -0.020 0.011
0.057 -0.020 0.003
-0.009 0.016 -0.018
0.029 0.008 0.048
0.033 -0.044 -0.011
-0.026 -0.005 -0.076
-0.053 0.003 0.005
0.040 0.024 0.034
-0.027 -0.042 -0.010
0.043 -0.005 0.020
-0.031 0.034 -0.002
-0.016 -0.170 -0.206
0.705 -0.120 0.114
-0.235 0.163 -0.232
0.092 0.047 0.144
-0.018 -0.100 -0.034
-0.019 -0.014 -0.015
0.038 0.034 0.011
-0.020 -0.029 0.022
0.051 -0.017 0.021
-0.201 0.167 0.119
0.073 -0.010 -0.105
0.003 -0.018 0.067
0.024 0.023 0.004
0.060 0.002 0.016
-0.008 -0.039 -0.024
0.020 -0.036 -0.006
0.068 -0.027 -0.058
-0.024 -0.065 0.019
-0.009 0.051 0.027
0.036 0.014 0.005
0.021 -0.014 0.012
0.001 -0.034 0.003
-0.045 0.010 0.002
-0.007 -0.084 0.046
0.028 0.022 0.018
-0.011 0.031 -0.028
0.017 0.018 0.010
0.012 -0.004 0.005
0.004 -0.028 -0.016
-0.031 -0.013 0.003